The following is a DFT calculation (ωB97M-V with the def2-TZVPD basis set) of 7 unconnected molecules or ions with the total composition C3H23N2O6 at a distorted geometry.

```
34
Properties=species:S:1:pos:R:3:forces:R:3
N -0.374 0.100 -0.108 -0.373 -0.257 -0.341
C -1.602 -0.359 -0.877 -0.578 -1.408 3.314
C -2.858 0.079 -0.109 -0.066 0.326 1.597
C -1.484 -1.907 -0.935 1.230 0.743 -0.824
N -0.363 -2.193 -1.911 -1.141 1.180 -0.086
H 0.421 -0.502 -0.484 -0.314 1.173 0.707
H -0.474 0.072 0.972 -0.066 -0.048 -1.611
H -0.222 1.084 -0.400 0.312 0.020 0.456
H -1.615 0.074 -1.848 0.351 0.329 -0.809
H -3.760 -0.315 -0.567 -0.075 -0.565 0.046
H -3.024 1.156 -0.198 0.437 0.076 0.163
H -2.841 -0.153 1.047 0.082 0.159 -2.390
H -1.235 -2.333 0.093 -0.595 0.450 -1.439
H -2.389 -2.268 -1.405 -0.557 -0.429 0.688
H -0.043 -3.130 -1.804 0.166 -0.735 -0.219
H -0.755 -2.047 -2.871 0.677 -0.480 1.166
H -1.098 3.863 -1.106 0.581 -0.822 -0.042
H -0.752 3.493 0.283 0.278 -0.303 0.538
O -0.560 3.172 -0.622 -0.638 0.716 -0.472
H 1.651 -0.246 1.850 0.249 0.469 -0.114
H 2.269 0.734 2.779 0.976 0.402 0.902
O 1.651 0.718 2.067 -0.388 -0.625 -0.822
H 2.619 1.637 0.230 0.013 -0.237 0.789
H 2.049 2.504 -0.833 0.143 -0.180 -0.337
O 2.728 1.813 -0.705 0.192 1.420 0.005
H 2.185 -1.912 0.286 0.094 0.483 0.224
H 2.956 -2.434 1.486 0.502 -0.419 0.418
O 2.265 -1.825 1.256 -0.590 -0.148 -0.717
H 2.746 0.284 -1.212 -1.919 -1.041 -0.134
H 1.692 -0.615 -2.091 0.452 0.058 0.422
O 2.054 -0.479 -1.197 1.132 -0.325 -0.794
H -1.147 1.134 2.805 -1.086 1.414 -0.271
H 0.113 0.529 3.164 -0.029 -0.429 -0.190
O -0.804 0.271 2.962 0.548 -0.970 0.177
```
Positions in Å, forces in eV/Å.

The calculation puts the largest force on an atom at 3.65 eV Å⁻¹. The expectation value of S² is 0.751. For the HOMO-LUMO gap (alpha / beta), the calculation gives 2.7 / 10.7 eV. The multiplicity is 2.

natural (NBO) population analysis, charges in e, atoms 1 to 2: -0.819, -0.081

The following is a DFT calculation (ωB97M-V with the def2-TZVPD basis set) of 9 unconnected molecules or ions with the total composition C3H23NO10 at a distorted geometry.

```
37
Properties=species:S:1:pos:R:3:forces:R:3
N 0.551 0.916 -0.478 0.224 -2.512 -0.926
C 1.615 0.160 0.237 -1.361 1.704 0.870
C 1.599 -1.369 0.096 -1.956 -0.158 -0.388
O 2.626 -1.998 0.144 -0.721 0.027 -0.073
C 1.358 0.574 1.688 -0.774 -2.235 2.735
O 0.958 1.923 1.754 -0.329 0.184 1.290
H 0.660 0.767 -1.475 -0.509 0.506 0.166
H 0.590 1.888 -0.265 0.092 0.486 0.114
H 2.562 0.584 0.018 1.415 -0.187 -0.671
H 0.476 -1.863 -0.035 2.707 1.109 0.202
H 0.546 -0.134 2.093 0.821 1.165 -0.592
H 2.205 0.432 2.424 -0.352 -0.163 -1.250
H 0.525 2.101 2.634 0.595 -0.439 -1.621
O -2.790 2.485 -1.479 -0.044 1.408 1.235
H -3.606 3.029 -1.393 0.877 -0.549 -0.086
H -2.092 3.004 -0.979 -1.161 -0.958 -0.985
O -2.587 -0.841 1.305 -1.459 3.673 -4.311
H -3.277 -0.098 1.216 0.566 -1.364 1.794
H -2.409 -0.518 0.314 0.950 -2.014 2.395
O 1.998 -0.794 -2.913 1.584 -3.148 -1.715
H 2.693 -1.267 -2.409 -0.489 0.157 -0.589
H 1.773 -0.127 -2.347 -0.876 2.835 2.081
O -0.885 2.087 -3.228 -1.332 2.269 1.200
H -0.269 1.520 -3.606 0.869 -1.958 -1.169
H -1.784 1.752 -3.068 0.824 -0.292 -0.195
O 0.098 -2.478 2.212 2.359 0.445 -0.241
H -0.785 -2.624 2.420 -2.644 -0.264 0.051
H 0.492 -3.349 2.231 0.339 -0.331 -0.033
O -0.272 -2.732 -4.075 -2.079 -3.628 1.318
H -0.189 -3.462 -3.349 0.270 2.549 -2.025
H 0.394 -2.090 -4.029 1.860 1.120 0.781
O -2.767 -2.754 3.315 -1.251 -2.370 0.439
H -3.173 -2.011 2.906 0.505 1.147 -0.485
H -1.881 -2.679 3.608 0.672 1.024 0.571
O 0.290 4.352 1.790 1.816 0.223 1.978
H 0.953 4.145 1.106 -0.476 0.016 0.322
H 0.856 4.228 2.638 -1.532 0.520 -2.187
```
Positions in Å, forces in eV/Å.

The calculation puts the largest force on an atom at 5.85 eV Å⁻¹. Its SMILES is N[C@H](C=O)CO.O.O.O.O.O.O.O.O. For the HOMO-LUMO gap, the calculation gives 9.9 eV. The relative energy (zero: lowest compared OMol25 entry of this formula, charge and spin) comes out at 129.5 kcal/mol.

natural (NBO) population analysis, charges in e, atoms 1 to 2: -0.822, -0.216

The following is a DFT calculation (ωB97M-V with the def2-TZVPD basis set) of 8 unconnected molecules or ions with the total composition C3H23NO7 at a distorted geometry.

```
34
Properties=species:S:1:pos:R:3:forces:R:3
C -1.082 -1.101 -1.556 -1.834 -4.698 -3.510
C 0.250 -1.847 -1.937 -2.820 -0.870 0.152
N 1.292 -1.122 -1.255 1.734 -1.569 0.473
C 2.537 -1.249 -2.061 2.539 0.295 2.742
H -1.627 -0.920 -2.513 -0.039 -0.432 0.509
H -0.759 -0.208 -1.359 1.309 5.174 2.076
H -1.818 -1.548 -0.885 0.577 0.045 0.259
H 0.393 -1.663 -3.041 -0.070 -0.704 1.143
H 0.057 -2.983 -1.672 1.084 1.969 -0.736
H 1.418 -1.512 -0.276 0.001 0.686 -1.507
H 3.388 -0.740 -1.373 -1.743 -0.696 -2.023
H 2.999 -2.287 -2.227 -1.171 1.020 0.128
H 2.384 -0.753 -3.028 0.287 -0.008 0.413
O -0.970 -3.298 1.036 0.685 -2.512 1.134
H -0.248 -3.830 1.497 -1.389 1.315 -1.057
H -0.644 -2.426 0.911 0.749 1.170 -0.141
O 0.812 -1.188 2.190 1.887 0.145 -1.090
H 0.760 -0.220 2.299 -0.870 -0.532 0.159
H 0.094 -1.641 2.587 -1.128 0.004 0.812
O -2.611 1.545 1.365 0.487 0.463 3.968
H -1.668 1.823 1.468 -0.379 -0.548 -0.649
H -2.737 1.511 2.410 -0.361 -0.073 -3.315
O -0.197 1.328 2.563 -0.599 -0.670 1.864
H -0.098 1.318 3.538 -0.323 0.008 -0.717
H 0.542 1.884 2.286 0.918 0.788 -0.556
O 1.699 2.688 1.562 -0.555 2.208 1.514
H 2.146 2.053 1.061 1.368 -1.574 -1.165
H 1.095 3.053 0.880 0.319 -0.271 0.196
O 0.321 2.253 -0.404 -1.031 1.001 -0.943
H -0.474 2.625 -0.874 0.484 -0.828 0.451
H 0.449 1.338 -0.657 -0.079 -0.397 -0.278
O -2.351 2.710 -1.040 -1.648 -1.505 2.043
H -2.759 2.581 -0.067 1.252 0.377 -2.694
H -2.594 1.828 -1.426 0.363 1.219 0.343
```
Positions in Å, forces in eV/Å.

The calculation puts the largest force on an atom at 6.14 eV Å⁻¹. Its SMILES is CCNC.O.O.O.O.O.O.O. For the HOMO-LUMO gap, the calculation gives 9.5 eV. The relative energy (zero: lowest compared OMol25 entry of this formula, charge and spin) comes out at 28.9 kcal/mol.

natural (NBO) population analysis, charges in e, atoms 1 to 2: -0.620, -0.231

The following is a DFT calculation (ωB97M-V with the def2-TZVPD basis set) of 10 unconnected molecules or ions with the total composition C3H24NO11 at a distorted geometry.

```
39
Properties=species:S:1:pos:R:3:forces:R:3
O 0.427 -0.667 -0.243 1.111 0.276 -0.697
C -0.197 -1.779 -0.355 -2.665 -0.143 -0.275
O -0.263 -2.496 -1.361 0.439 0.274 0.757
C -1.189 -1.991 0.865 3.007 1.219 -0.028
C -1.462 -3.473 1.175 -1.949 0.695 3.596
N -2.379 -1.137 0.727 0.126 -0.133 -0.639
H -0.478 -1.355 1.604 -1.988 -2.626 -0.455
H -0.695 -3.947 1.794 0.495 0.112 -0.711
H -2.279 -3.441 2.013 0.935 0.072 -1.213
H -1.912 -4.192 0.492 0.526 0.626 -0.805
H -2.526 -0.752 -0.205 0.409 -0.261 0.016
H -3.214 -1.644 0.922 -0.556 -0.591 0.238
H 3.130 1.073 1.698 -3.338 0.537 2.647
H 3.418 0.717 0.290 -1.390 -0.758 -2.462
O 3.777 0.964 1.090 4.939 -0.114 -0.047
H 1.431 -1.021 2.109 1.777 -1.325 2.710
H 2.613 -1.145 3.153 2.909 2.167 0.957
O 1.894 -1.604 2.858 -4.385 -1.103 -3.313
H -0.135 0.367 2.329 -4.301 -1.346 2.032
H 0.583 0.254 0.894 -0.396 0.692 3.013
O 0.617 0.689 1.981 4.521 0.905 -5.439
H -2.918 0.550 2.254 0.101 -2.845 0.726
H -2.852 1.216 0.832 0.014 0.550 4.117
O -2.906 1.386 1.885 -0.107 2.776 -4.607
H 1.565 1.961 -3.810 1.018 0.086 0.879
H 2.314 0.921 -3.001 -0.062 1.493 -0.330
O 2.352 1.909 -3.207 -1.041 -1.368 -0.519
H -0.959 0.117 -3.568 -0.481 0.766 -0.083
H -1.294 1.072 -2.440 -0.639 -0.060 -2.284
O -1.527 0.907 -3.425 1.165 -0.512 2.475
H -0.518 3.366 -0.469 1.700 0.380 0.213
H -1.698 3.854 -1.341 0.387 -0.163 0.236
O -1.433 3.265 -0.621 -2.062 -0.338 -0.472
H 1.545 2.450 0.841 0.477 0.712 0.226
H 2.028 2.862 -0.506 0.458 0.363 0.115
O 2.119 3.137 0.425 -1.382 -0.897 -0.467
H 1.088 -0.618 -1.775 0.117 0.079 -1.247
H 0.660 -1.196 -3.126 -0.759 -1.371 -0.394
O 1.271 -0.581 -2.778 0.872 1.174 1.535
```
Positions in Å, forces in eV/Å.

The calculation puts the largest force on an atom at 7.13 eV Å⁻¹. For the HOMO-LUMO gap, the calculation gives 9.1 eV. The relative energy (zero: lowest compared OMol25 entry of this formula, charge and spin) comes out at 86.8 kcal/mol. Its total charge is -1.

natural (NBO) population analysis, charges in e, atoms 1 to 2: -0.823, 0.790